## one
{
  "formula": "C3H5NOS2",
  "method": "the ωB97M-V functional and the def2-TZVPD basis",
  "orbital_gap_ha": 0.3310,
  "species": ["C", "C", "C", "H", "H", "H", "H", "H", "N", "O", "S", "S"],
  "coordinates": [[2.0390, -0.6560, -0.3731], [0.5668, -0.3722, -0.1974], [-1.6375, 0.9818, 0.3042], [2.7968, 0.8746, 0.5154], [2.1683, -1.7223, -0.3101], [2.3385, -0.3209, -1.3864], [-1.7412, 1.2634, 1.3389], [-2.3480, 1.5296, -0.3152], [-0.2890, -1.2967, -0.0595], [2.8282, -0.0727, 0.6445], [-1.8983, -0.8163, 0.0731], [0.0466, 1.3358, -0.2597]],
  "lowdin_charge": [-0.26, -0.69, -0.74, 0.07, 0.12, 0.13, 0.02, 0.03, -0.32, -0.05, 0.82, 0.88]
}

***

## two
{
  "formula": "C3H5NOS2",
  "method": "the ωB97M-V functional and the def2-TZVPD basis",
  "orbital_gap_ha": 0.3385,
  "species": ["C", "C", "C", "N", "O", "S", "S", "H", "H", "H", "H", "H"],
  "coordinates": [[2.9542, 0.3662, -0.4714], [-0.6031, -0.4769, -0.9563], [-1.1805, -0.0278, 0.1684], [2.0928, 0.9801, 0.0180], [3.7971, -0.1051, -1.1507], [-1.8975, 1.6301, 0.4627], [-1.4155, -1.0068, 1.6137], [-0.2873, 0.1388, -1.8736], [-0.4872, -1.5344, -0.9077], [1.4908, 1.0810, 0.7497], [-2.8508, 1.1776, 1.4364], [-1.6131, -2.2229, 0.9107]],
  "lowdin_charge": [-0.41, -0.12, -1.15, 0.25, 0.12, 0.63, 0.67, 0.10, 0.03, 0.05, -0.10, -0.07]
}

***

Which of them is the least stable? Correct choice: two.

***

## one
{
  "formula": "C3H5NOS2",
  "method": "the ωB97M-V functional and the def2-TZVPD basis",
  "orbital_gap_ha": 0.3142,
  "species": ["C", "C", "C", "H", "H", "H", "H", "H", "N", "O", "S", "S"],
  "coordinates": [[1.6621, 0.6929, -0.0113], [0.4768, 0.7276, -0.9312], [-1.7717, -1.3469, 0.5055], [0.1334, 0.2901, 1.7641], [0.6371, 0.2571, -1.8533], [0.2677, 1.7927, -1.1756], [-2.2740, -0.5430, 1.1214], [-2.2302, -2.4285, 0.3458], [-0.7886, -1.0773, -0.3737], [-0.7061, 0.3185, -0.3405], [1.4991, 0.5140, 1.6655], [3.0946, 0.8028, -0.7167]],
  "lowdin_charge": [-1.25, -0.34, -0.01, -0.09, 0.09, 0.15, 0.09, 0.11, 0.01, -0.25, 0.82, 0.68]
}

***

## two
{
  "formula": "C3H5NOS2",
  "method": "the ωB97M-V functional and the def2-TZVPD basis",
  "orbital_gap_ha": [0.2823, 0.2823],
  "species": ["C", "C", "C", "N", "O", "S", "S", "H", "H", "H", "H", "H"],
  "coordinates": [[0.7297, 0.1295, -2.7132], [0.5596, -0.4455, -0.3081], [-0.6678, 0.0572, 0.4819], [0.9179, 0.3668, -1.4960], [1.3263, 1.5917, -1.4184], [0.9262, 0.0005, -4.2911], [-0.0654, 1.3706, 1.5908], [1.3556, -0.3127, 0.4215], [0.5287, -1.5041, -0.5395], [-1.4305, 0.5056, -0.2143], [-1.0931, -0.7405, 1.0480], [0.4823, 1.9776, 0.3913]],
  "lowdin_charge": [-0.57, -0.19, -0.54, -0.32, -0.13, 0.78, 0.66, 0.10, 0.12, 0.09, 0.05, -0.06]
}

***

Which of them is the least stable? Correct choice: two.

***

## one
{
  "formula": "C4H12N2S",
  "method": "the ωB97M-V functional and the def2-TZVPD basis",
  "orbital_gap_ha": 0.3680,
  "species": ["C", "N", "C", "C", "S", "C", "N", "H", "H", "H", "H", "H", "H", "H", "H", "H", "H", "H", "H"],
  "coordinates": [[0.9853, -0.4503, -0.8281], [0.0327, 0.2890, 0.0118], [-1.3186, -0.2212, -0.0812], [-2.3036, 0.6340, 0.6804], [-4.0292, 0.0674, 0.4131], [2.2795, -0.7557, -0.0819], [2.8214, 0.4403, 0.6205], [0.5573, -1.3894, -1.1808], [1.2683, 0.1960, -1.6690], [0.3179, 0.2656, 0.9835], [-1.4067, -1.2730, 0.2452], [-1.5938, -0.2533, -1.1379], [-2.1190, 0.5800, 1.7525], [-2.2928, 1.6741, 0.3805], [-4.3450, 0.9753, -0.5119], [2.1611, -1.5904, 0.6239], [3.0183, -1.0882, -0.8219], [2.2429, 1.2408, 0.3823], [3.7237, 0.6590, 0.2190]],
  "lowdin_charge": [-0.24, -0.09, -0.35, -0.55, 0.68, -0.28, -0.01, 0.11, 0.11, 0.10, 0.11, 0.11, 0.07, 0.07, -0.16, 0.10, 0.10, 0.05, 0.05]
}

***

## two
{
  "formula": "C4H12N2S",
  "method": "the ωB97M-V functional and the def2-TZVPD basis",
  "orbital_gap_ha": 0.2943,
  "species": ["C", "N", "C", "N", "C", "C", "S", "H", "H", "H", "H", "H", "H", "H", "H", "H", "H", "H", "H"],
  "coordinates": [[0.4818, -1.0399, -0.5230], [0.9330, 0.1811, 0.1857], [1.2002, 0.1143, 1.6148], [1.3931, 1.3490, 2.3234], [-0.2455, -0.5884, -1.7830], [-1.5227, 0.2982, -1.5543], [-2.1790, 0.5970, 0.1314], [-0.2053, -1.5965, 0.1279], [1.3802, -1.6479, -0.6823], [0.1240, 0.7870, 0.1539], [0.3970, -0.4218, 2.1512], [2.0658, -0.5484, 1.7762], [1.7852, 2.1294, 1.8125], [0.5046, 1.6660, 2.6859], [-0.4674, -1.4086, -2.4737], [0.4712, 0.1193, -2.2247], [-2.3695, -0.0362, -2.1433], [-1.3937, 1.3340, -1.8869], [-2.3530, -1.2876, 0.3083]],
  "lowdin_charge": [-0.28, -0.10, -0.37, 0.01, -0.23, -0.60, 0.61, 0.06, 0.12, -0.01, 0.11, 0.11, 0.07, 0.06, 0.11, 0.11, 0.05, 0.06, 0.12]
}

***

## three
{
  "formula": "C4H12N2S",
  "method": "the ωB97M-V functional and the def2-TZVPD basis",
  "orbital_gap_ha": 0.3352,
  "species": ["C", "N", "C", "C", "S", "C", "N", "H", "H", "H", "H", "H", "H", "H", "H", "H", "H", "H", "H"],
  "coordinates": [[1.7641, -1.1259, 1.4059], [1.1697, 0.0731, 1.0061], [-0.0308, 0.1439, 0.3468], [-0.2980, -0.9446, -0.7013], [-2.0620, -1.4459, -0.6919], [-0.3007, 1.5304, -0.3534], [-1.6348, 1.6093, -1.0068], [2.7197, -1.0797, 0.8849], [1.0146, -1.9134, 1.4886], [2.1594, -1.1053, 2.4898], [1.9181, 0.7596, 0.6271], [-0.7260, -0.0808, 1.1270], [0.1287, -1.9232, -0.3287], [0.3068, -0.7914, -1.6719], [-2.1821, -1.3118, -1.9414], [-0.0949, 2.2984, 0.5327], [0.4046, 1.5434, -1.2479], [-1.7867, 2.3827, -1.6258], [-2.4696, 1.3810, -0.3399]],
  "lowdin_charge": [-0.15, -0.14, -0.53, -0.51, 0.72, -0.24, -0.05, 0.08, 0.09, 0.09, 0.16, 0.11, 0.04, 0.12, -0.20, 0.14, 0.12, 0.05, 0.10]
}

***

Which of them is the least stable? Correct choice: two.

***

## one
{
  "formula": "C4H12N2S",
  "method": "the ωB97M-V functional and the def2-TZVPD basis",
  "orbital_gap_ha": 0.3431,
  "species": ["C", "N", "C", "C", "S", "C", "N", "H", "H", "H", "H", "H", "H", "H", "H", "H", "H", "H", "H"],
  "coordinates": [[-0.6171, -1.4760, 0.2778], [0.6101, -0.6281, 0.1669], [1.3765, 0.4215, 0.9095], [1.9676, 1.4341, -0.0531], [0.7301, 2.2230, -1.1034], [-1.6607, -0.9251, -0.7360], [-2.3457, 0.3216, -0.1343], [-0.2039, -2.4622, 0.0874], [-0.9808, -1.3205, 1.3342], [0.0997, 1.1848, -1.6504], [2.1437, -0.1166, 1.4328], [0.7150, 0.8085, 1.6891], [2.3675, 2.2689, 0.5367], [2.8151, 0.9741, -0.5350], [-2.4537, -1.6252, -1.0003], [-1.0165, -0.5837, -1.5545], [-3.1032, -0.1330, 0.3706], [1.1950, -1.1019, -0.5059], [-1.6387, 0.7358, 0.4678]],
  "lowdin_charge": [-0.21, -0.13, -0.29, -0.56, 0.72, -0.24, -0.01, 0.10, 0.12, -0.18, 0.09, 0.11, 0.07, 0.07, 0.10, 0.07, 0.05, 0.10, 0.03]
}

***

## two
{
  "formula": "C4H12N2S",
  "method": "the ωB97M-V functional and the def2-TZVPD basis",
  "orbital_gap_ha": 0.3547,
  "species": ["C", "N", "C", "C", "S", "C", "N", "H", "H", "H", "H", "H", "H", "H", "H", "H", "H", "H", "H"],
  "coordinates": [[1.1151, 0.4125, -0.2397], [-0.2486, 0.2651, 0.1747], [-1.1590, 0.0069, -0.9558], [-2.4808, -0.5949, -0.5230], [-3.2686, -1.4871, -1.9211], [2.0006, 1.0368, 0.8498], [2.4009, -0.0307, 1.7887], [1.0898, 1.1321, -1.0669], [1.6561, -0.4598, -0.6277], [-0.4701, -0.3435, 0.9391], [-1.1505, 0.9200, -1.5777], [-0.6837, -0.6800, -1.6785], [-3.1451, 0.2090, -0.2016], [-2.4029, -1.2525, 0.3416], [-2.5150, -2.5994, -1.8697], [1.5838, 1.9198, 1.3430], [2.8827, 1.4159, 0.3240], [3.1415, 0.2555, 2.4253], [1.6535, -0.1257, 2.4755]],
  "lowdin_charge": [-0.27, -0.09, -0.33, -0.55, 0.68, -0.28, -0.02, 0.11, 0.12, 0.09, 0.12, 0.09, 0.07, 0.07, -0.15, 0.10, 0.10, 0.06, 0.06]
}

***

Which of them is the least stable? Correct choice: one.

***

## one
{
  "formula": "C4H12N2S",
  "method": "the ωB97M-V functional and the def2-TZVPD basis",
  "orbital_gap_ha": 0.3527,
  "species": ["N", "C", "C", "C", "S", "C", "N", "H", "H", "H", "H", "H", "H", "H", "H", "H", "H", "H", "H"],
  "coordinates": [[-1.4286, -2.1937, -0.7999], [-1.0253, -0.8566, -0.3464], [0.0296, -0.2824, -1.3103], [0.3684, 1.1540, -1.0041], [1.7185, 1.4672, 0.1887], [-0.5043, -0.8904, 1.0996], [-1.0601, 0.1883, 1.9169], [-1.0659, -3.0088, -0.3635], [-2.4075, -2.2985, -1.0091], [-1.9375, -0.2663, -0.4411], [-0.2988, -0.3311, -2.3512], [0.9084, -0.9255, -1.2281], [-0.5673, 1.6462, -0.7076], [0.6161, 1.7445, -1.8896], [2.5932, 1.5019, -0.7968], [0.5750, -0.9998, 1.1755], [-0.8274, -1.8495, 1.5331], [-0.3658, 0.6663, 2.4776], [-1.7702, -0.0979, 2.5576]],
  "lowdin_charge": [0.03, -0.40, -0.25, -0.56, 0.70, -0.26, 0.01, 0.05, 0.06, 0.13, 0.11, 0.11, 0.07, 0.06, -0.16, 0.09, 0.10, 0.06, 0.05]
}

***

## two
{
  "formula": "C4H12N2S",
  "method": "the ωB97M-V functional and the def2-TZVPD basis",
  "orbital_gap_ha": 0.3550,
  "species": ["C", "N", "C", "C", "S", "C", "N", "H", "H", "H", "H", "H", "H", "H", "H", "H", "H", "H", "H"],
  "coordinates": [[2.1284, -0.5592, -0.5154], [1.4074, -0.3751, 0.7476], [-0.0039, 0.0630, 0.6702], [-0.7885, -1.1993, 0.3691], [-2.6253, -1.0800, 0.2017], [-0.1830, 1.2379, -0.3049], [-1.5190, 1.8399, -0.2620], [3.0331, -1.1291, -0.3548], [2.3415, 0.3990, -1.0125], [1.5238, -1.0561, -1.2356], [1.9597, 0.2970, 1.2668], [-0.1964, 0.4732, 1.6524], [-0.6596, -1.9155, 1.1689], [-0.3950, -1.6589, -0.5340], [-2.8362, -2.2015, 0.8868], [0.5151, 1.9967, 0.0461], [0.0724, 0.9657, -1.3353], [-2.2326, 1.2273, -0.6297], [-1.5419, 2.6750, -0.8252]],
  "lowdin_charge": [-0.13, -0.09, -0.41, -0.49, 0.70, -0.26, -0.01, 0.08, 0.07, 0.06, 0.10, 0.14, 0.07, 0.06, -0.16, 0.12, 0.11, 0.00, 0.06]
}

***

## three
{
  "formula": "C4H12N2S",
  "method": "the ωB97M-V functional and the def2-TZVPD basis",
  "orbital_gap_ha": 0.3377,
  "species": ["C", "S", "C", "H", "H", "H", "H", "H", "H", "C", "N", "C", "N", "H", "H", "H", "H", "H", "H"],
  "coordinates": [[-0.8433, -2.3946, -1.4180], [-2.4449, -1.5406, -1.4492], [-2.0839, -0.3344, -2.7486], [-0.0468, -1.6577, -1.4379], [-0.7330, -3.0647, -2.2729], [-0.8571, -2.9964, -0.5133], [-2.9868, 0.0502, -3.2128], [-1.5197, 0.5140, -2.3673], [-1.4966, -0.8590, -3.4982], [2.2273, 1.7404, 2.8490], [1.8310, 1.2045, 1.5592], [0.5109, 1.0148, 1.2757], [0.0968, 0.2893, 0.3180], [3.1450, 2.3165, 2.7458], [1.4328, 2.3768, 3.2201], [2.4263, 0.9504, 3.5788], [2.4432, 0.5179, 1.1365], [-0.1753, 1.5570, 1.9301], [-0.9258, 0.3158, 0.3051]],
  "lowdin_charge": [-0.44, 0.70, -0.44, 0.01, 0.03, 0.02, 0.03, 0.02, 0.03, -0.11, -0.07, -0.35, 0.07, 0.07, 0.07, 0.08, 0.13, 0.12, 0.02]
}

***

## four
{
  "formula": "C4H12N2S",
  "method": "the ωB97M-V functional and the def2-TZVPD basis",
  "orbital_gap_ha": 0.3435,
  "species": ["C", "C", "C", "C", "N", "N", "S", "H", "H", "H", "H", "H", "H", "H", "H", "H", "H", "H", "H"],
  "coordinates": [[1.8570, 0.1814, -0.9220], [0.2491, -1.7152, -0.7342], [-0.5025, 0.4150, -1.7604], [0.6348, -0.3221, -1.0738], [-1.1655, 0.0981, 2.9403], [-0.0583, 1.6360, 1.4021], [-1.1153, 0.2718, 1.2087], [2.1557, 1.0640, -1.5049], [-0.7353, -0.8168, 3.1700], [2.4900, -0.4378, -0.3736], [-0.6414, -1.7680, -0.1963], [0.9636, -2.3816, -0.0554], [0.1809, -2.0674, -1.7378], [-1.2856, 0.9770, -1.1899], [-0.0951, 0.9539, -2.5488], [-1.0924, -0.3655, -2.1770], [-2.0953, 0.1329, 3.3163], [-0.5084, 2.5919, 1.2867], [0.7641, 1.5521, 0.9499]],
  "lowdin_charge": [0.02, -0.13, -0.10, -0.51, -0.33, -0.28, 0.81, 0.08, 0.02, 0.04, -0.01, 0.13, 0.07, 0.06, 0.06, 0.06, 0.00, 0.07, -0.06]
}

***

Which of them is the least stable? Correct choice: four.

***

## one
{
  "formula": "C4H12N2S",
  "method": "the ωB97M-V functional and the def2-TZVPD basis",
  "orbital_gap_ha": 0.3625,
  "species": ["C", "N", "C", "C", "S", "C", "N", "H", "H", "H", "H", "H", "H", "H", "H", "H", "H", "H", "H"],
  "coordinates": [[0.9286, 0.9952, -0.1148], [-0.2964, 0.5708, -0.7430], [-1.1198, -0.3356, 0.0603], [-2.2929, 0.3754, 0.7237], [-3.1504, -0.6019, 1.9573], [1.9790, -0.1424, 0.0415], [2.3407, -0.6321, -1.2864], [0.7796, 1.4000, 0.8866], [1.4197, 1.7615, -0.7182], [-0.1011, 0.0500, -1.5864], [-1.4963, -1.2055, -0.4785], [-0.5175, -0.7751, 0.8730], [-2.9352, 0.6560, -0.1211], [-2.0002, 1.2993, 1.2113], [-3.5456, -1.7198, 1.2717], [1.5499, -0.9188, 0.6713], [2.8493, 0.2667, 0.5725], [2.4195, 0.1375, -1.9347], [3.1892, -1.1814, -1.2862]],
  "lowdin_charge": [-0.24, -0.07, -0.32, -0.60, 0.68, -0.28, -0.01, 0.11, 0.11, 0.09, 0.11, 0.09, 0.07, 0.07, -0.13, 0.09, 0.10, 0.06, 0.06]
}

***

## two
{
  "formula": "C4H12N2S",
  "method": "the ωB97M-V functional and the def2-TZVPD basis",
  "orbital_gap_ha": 0.3528,
  "species": ["C", "C", "C", "S", "N", "C", "N", "H", "H", "H", "H", "H", "H", "H", "H", "H", "H", "H", "H"],
  "coordinates": [[0.8686, 0.1413, -1.2865], [0.7158, -0.1031, 0.2344], [1.1244, -1.5251, 0.6010], [2.9088, -1.8067, 0.4666], [-0.6399, 0.1200, 0.6985], [-1.2736, 1.3983, 0.4042], [-2.7016, 1.3119, 0.3441], [1.8927, -0.0280, -1.6323], [0.1955, -0.4599, -1.8927], [0.7036, 1.1856, -1.5583], [1.3488, 0.6821, 0.6521], [0.8915, -1.6856, 1.6527], [0.5409, -2.2077, -0.0308], [2.9306, -2.3421, -0.7480], [-1.2522, -0.5989, 0.3504], [-1.0726, 2.1268, 1.1942], [-0.9164, 1.8339, -0.5365], [-3.1067, 0.5235, -0.1484], [-3.1583, 1.4338, 1.2354]],
  "lowdin_charge": [-0.09, -0.49, -0.54, 0.71, -0.05, -0.33, 0.00, 0.06, 0.08, 0.06, 0.13, 0.07, 0.09, -0.16, 0.10, 0.12, 0.10, 0.07, 0.06]
}

***

Which of them is the least stable? Correct choice: one.